# C4H13N2O2

2 unconnected molecules or ions with the total composition C4H13N2O2 in a non-equilibrium geometry (wB97M-V/def2-TZVPD, the Open Molecules 2025 dataset).

```
! RIJCOSX wB97M-V def2-TZVPD def2/J DEFGRID3
* xyz 1 1
O -1.04 2.35 -0.99
C -0.35 1.44 -0.61
C -0.79 0.03 -0.93
C -0.94 -0.94 0.24
C 0.38 -1.22 0.98
N 1.53 -0.98 0.09
N -1.99 0.12 -1.80
H 0.61 1.55 -0.09
H 0.04 -0.35 -1.53
H -1.29 -1.84 -0.26
H -1.77 -0.69 0.90
H 0.45 -2.24 1.36
H 0.39 -0.51 1.79
H 2.03 -1.86 0.01
H 2.23 -0.40 0.57
H -2.10 -0.77 -2.30
H -2.86 0.41 -1.35
H -1.77 0.83 -2.50
H 1.82 1.90 2.61
H 3.18 1.72 1.95
O 2.25 1.46 1.87
*
```

Calculated values
ΔE to the lowest compared entry with this formula, charge and spin = 2.313 eV
highest occupied orbital energy = -13.34 eV

# C30H25N5O28S4V2

A molecular structure, C30H25N5O28S4V2 in a non-equilibrium geometry (wB97M-V/def2-TZVPD, the Open Molecules 2025 dataset).

```
! RIJCOSX wB97M-V def2-TZVPD def2/J DEFGRID3
* xyz -4 3
O -0.69 -1.72 -6.74
V -1.66 -2.00 -5.50
O 0.48 -1.69 -0.27
V -0.65 -1.59 -1.37
S -3.06 -3.38 0.26
O -3.77 -2.59 1.26
O -4.06 -3.51 -0.79
O -1.98 -2.59 -0.29
O -2.66 -4.68 0.70
S 0.56 0.15 -3.86
O 1.89 0.25 -4.48
O -0.46 -0.57 -4.58
O 0.60 -0.18 -2.40
O 0.22 1.57 -3.95
S -0.33 -4.17 -3.61
O -0.71 -3.57 -4.91
O -0.34 -3.07 -2.59
O -1.28 -5.14 -3.13
O 0.93 -4.84 -3.78
S -3.29 -1.42 -3.14
O -2.29 -0.74 -2.46
O -4.61 -1.01 -2.66
O -3.28 -1.11 -4.53
O -3.13 -2.82 -3.09
C -0.59 -3.53 2.95
C -0.66 -2.22 3.26
C -0.10 -1.77 4.46
C 0.55 -2.64 5.29
C 0.50 -3.99 4.99
C -0.05 -4.46 3.80
N 1.13 -2.21 6.58
O 0.80 -1.15 7.05
O 1.77 -3.09 7.25
H -1.02 -3.85 2.01
H -0.91 -1.42 2.58
H -0.09 -0.73 4.71
H 0.87 -4.75 5.66
H -0.05 -5.49 3.48
C 3.86 -1.65 -1.76
C 3.12 -2.86 -1.80
C 2.85 -3.48 -0.59
C 3.65 -3.19 0.59
C 4.31 -1.92 0.62
C 4.54 -1.22 -0.57
N 3.79 -4.13 1.64
O 3.02 -5.08 1.54
O 4.53 -3.87 2.64
H 4.12 -1.11 -2.66
H 2.70 -3.24 -2.72
H 2.37 -4.42 -0.85
H 4.98 -1.63 1.42
H 5.19 -0.36 -0.51
C -4.45 4.16 -1.67
C -4.05 5.52 -1.58
C -2.70 5.89 -1.79
C -1.85 4.82 -2.19
C -2.23 3.52 -2.25
C -3.61 3.16 -2.11
N -0.53 5.22 -2.62
O -0.02 6.17 -2.07
O 0.02 4.63 -3.50
H -5.52 4.03 -1.62
H -4.72 6.31 -1.26
H -2.31 6.88 -1.62
H -1.62 2.70 -2.60
H -3.96 2.16 -2.31
C -1.76 4.75 2.04
C -0.82 3.89 1.47
C -1.13 2.61 0.92
C -2.49 2.30 1.01
C -3.39 3.12 1.74
C -3.07 4.37 2.15
N -2.93 0.98 0.61
O -4.12 0.79 0.60
O -2.12 0.19 0.15
H -1.45 5.77 2.19
H 0.23 4.16 1.43
H -0.47 1.85 0.52
H -4.39 2.73 1.82
H -3.90 4.87 2.63
C 4.19 1.24 2.69
C 2.98 0.66 2.38
C 2.44 0.85 1.15
C 3.02 1.76 0.23
C 4.28 2.27 0.60
C 4.86 2.00 1.80
N 2.33 2.21 -0.96
O 1.20 2.66 -0.88
O 2.99 2.19 -1.96
H 4.63 1.04 3.65
H 2.65 -0.08 3.09
H 1.51 0.31 1.05
H 4.78 2.90 -0.12
H 5.87 2.30 2.06
*
```

Calculated values
highest occupied orbital energy (spin up / spin down) = 3.48 / 3.48 eV